# C8H16O4

C8H16O4 in the gas phase at a distorted geometry (ωB97M-V/def2-TZVPD, the OMol25 dataset).

Properties
orbital gap: 10.04 eV
SMILES: CC1(C)OCC(CO)(CO)CO1

Structure (ORCA input):
```
! wB97M-V def2-TZVPD RIJCOSX def2/J DEFGRID3
* xyz 0 1
C 3.03 0.49 0.00
C 1.69 -0.19 -0.01
C 1.84 -1.71 -0.04
O 1.02 0.22 1.16
C -0.39 -0.09 1.29
C -1.17 0.33 0.03
C -2.56 -0.31 0.02
O -2.36 -1.69 -0.06
C -1.43 1.84 -0.03
O -0.25 2.64 -0.01
C -0.38 -0.16 -1.15
O 0.98 0.27 -1.14
H 3.60 0.15 0.85
H 2.77 1.58 0.11
H 3.58 0.31 -0.93
H 2.28 -2.09 -1.00
H 2.50 -1.93 0.83
H 0.91 -2.28 0.12
H -0.54 -1.14 1.47
H -0.71 0.51 2.16
H -3.09 -0.06 1.01
H -3.18 0.12 -0.78
H -3.22 -2.14 0.01
H -2.02 2.05 -0.97
H -2.06 2.19 0.78
H 0.45 2.12 -0.45
H -0.83 0.21 -2.09
H -0.44 -1.24 -1.16
*
```



# C8H16O4Pd

A molecular structure, C8H16O4Pd at a distorted geometry (ωB97M-V/def2-TZVPD, the OMol25 dataset).

Properties
orbital gap (spin up / spin down): 8.43 / 7.51 eV

Structure (ORCA input):
```
! wB97M-V def2-TZVPD RIJCOSX def2/J DEFGRID3
* xyz 1 4
C 2.39 3.69 -0.58
H 2.94 3.53 -1.52
H 1.91 4.67 -0.57
O 4.91 -0.14 0.49
C 5.76 0.92 0.74
C 5.04 2.11 1.38
O 3.84 2.27 0.60
C 3.18 3.46 0.59
Pd 3.11 0.53 0.18
H 6.21 1.28 -0.21
H 6.59 0.65 1.42
H 5.64 3.03 1.33
H 4.73 1.91 2.42
H 3.08 3.94 1.57
C 1.07 2.47 -0.96
O 1.42 1.18 -0.48
C 0.33 0.55 0.22
C 0.72 -0.88 0.50
O 2.02 -0.84 1.07
C 2.42 -2.05 1.71
H 0.28 2.93 -0.36
H -0.58 0.57 -0.40
H 0.17 1.10 1.15
H 0.72 -1.50 -0.41
H 0.00 -1.32 1.21
H 3.50 -1.99 1.88
H 1.90 -2.14 2.67
H 2.19 -2.91 1.06
H 0.85 2.42 -2.03
*
```



# C8H16OS

C8H16OS in the gas phase at a distorted geometry (ωB97M-V/def2-TZVPD, the OMol25 dataset).

Properties
orbital gap (spin up / spin down): 7.92 / 7.86 eV
SMILES: CCC=S(=O)=CC(C)(C)C

Structure (ORCA input):
```
! wB97M-V def2-TZVPD RIJCOSX def2/J DEFGRID3
* xyz 0 1
C 2.10 -2.41 0.01
C 2.58 -0.94 0.00
C 1.75 0.06 0.68
S 1.40 1.72 0.11
O 2.32 2.18 -0.90
C 0.05 0.96 -0.71
C -1.35 0.63 -0.10
C -1.55 -0.90 -0.02
C -2.32 1.40 -1.02
C -1.54 1.26 1.30
H 1.84 -2.67 1.00
H 2.90 -3.07 -0.27
H 1.14 -2.51 -0.61
H 2.60 -0.59 -1.08
H 3.65 -0.69 0.36
H 1.33 -0.18 1.67
H 0.25 0.64 -1.74
H -2.42 -1.37 -0.55
H -1.64 -1.18 1.11
H -0.59 -1.41 -0.36
H -2.09 1.16 -2.02
H -3.45 1.25 -0.79
H -2.19 2.47 -0.92
H -0.54 1.56 1.68
H -2.02 0.54 1.93
H -2.22 2.09 1.26
*
```



# C8H16OSi

2 unconnected molecules or ions with the total composition C8H16OSi at a distorted geometry (ωB97M-V/def2-TZVPD, the OMol25 dataset).

Properties
orbital gap (spin up / spin down): 8.19 / 8.20 eV

Structure (ORCA input):
```
! wB97M-V def2-TZVPD RIJCOSX def2/J DEFGRID3
* xyz 0 1
C -0.01 -2.06 1.23
C 0.14 -0.86 0.74
C -1.86 0.36 0.52
C -4.02 0.14 -0.47
C 3.38 -0.46 0.17
C 1.50 1.76 1.19
C 1.11 0.80 -1.52
C -2.74 -0.62 -0.14
O -1.91 1.51 0.80
Si 1.56 0.16 0.21
H 0.88 -2.55 1.83
H -0.84 -2.63 1.18
H -3.75 1.18 -0.95
H -4.58 -0.49 -1.07
H -4.45 0.25 0.53
H 3.92 0.02 -0.52
H 3.89 -0.42 1.10
H 3.48 -1.63 -0.06
H 0.92 2.49 0.79
H 1.18 1.66 2.17
H 2.45 2.19 1.37
H 0.12 0.88 -1.62
H 1.63 1.75 -1.75
H 1.36 0.12 -2.45
H -2.39 -0.89 -1.20
H -2.60 -1.49 0.49
*
```



# C8H16Si3

C8H16Si3 in the gas phase at a distorted geometry (ωB97M-V/def2-TZVPD, the OMol25 dataset).

Properties
orbital gap: 9.54 eV
SMILES: CC[Si@H]([SiH2][SiH3])c1ccccc1

Structure (ORCA input):
```
! wB97M-V def2-TZVPD RIJCOSX def2/J DEFGRID3
* xyz 0 1
C 2.84 0.64 -0.33
C 2.50 -0.70 0.25
Si 0.66 -1.44 -0.19
Si 0.06 -1.01 -2.50
Si -0.85 1.32 -2.68
C -0.49 -0.67 0.92
C -1.35 -1.38 1.65
C -2.32 -0.82 2.46
C -2.46 0.57 2.47
C -1.68 1.37 1.59
C -0.75 0.74 0.79
H 2.32 1.56 0.11
H 3.95 0.99 -0.19
H 2.62 0.74 -1.46
H 2.81 -0.86 1.39
H 3.14 -1.55 -0.22
H 0.65 -2.95 0.36
H 1.09 -1.30 -3.47
H -1.06 -1.94 -2.81
H 0.25 2.41 -2.53
H -1.63 1.68 -4.00
H -1.77 1.48 -1.66
H -0.99 -2.47 1.73
H -2.66 -1.41 3.26
H -3.11 1.14 3.13
H -1.67 2.43 1.70
H -0.09 1.44 0.22
*
```



# C8H16Si3

2 unconnected molecules or ions with the total composition C8H16Si3 at a distorted geometry (ωB97M-V/def2-TZVPD, the OMol25 dataset).

Properties
orbital gap (spin up / spin down): 7.32 / 8.47 eV

Structure (ORCA input):
```
! wB97M-V def2-TZVPD RIJCOSX def2/J DEFGRID3
* xyz 0 3
C -1.66 -2.64 -2.19
C -2.18 -2.85 -0.95
C -0.42 -2.06 -2.41
C -1.40 -2.44 0.12
C 0.32 -1.63 -1.32
C -0.18 -1.82 -0.12
C 0.45 3.23 0.08
C -1.00 3.03 0.45
Si 2.84 0.03 0.88
Si 0.83 0.34 2.17
Si -1.02 1.44 1.40
H -2.23 -2.83 -3.03
H -3.12 -3.28 -0.83
H -0.03 -1.86 -3.47
H -1.73 -2.65 1.15
H 1.35 -1.10 -1.64
H 0.67 4.02 -0.56
H 1.13 3.36 0.88
H 0.83 2.26 -0.36
H -1.65 2.83 -0.44
H -1.40 3.87 0.87
H 2.84 -0.39 -0.66
H 3.90 1.03 1.09
H 3.50 -1.04 1.63
H 0.92 1.37 3.47
H 0.68 -0.99 2.67
H -2.25 0.79 1.11
*
```



Energy, record by record: -615.3566, -742.7575, -787.6665, -678.9797, -1182.7984, -1182.6461 a.u.
Energy above the lowest of the compared OMol25 structures with the same formula, charge and spin, record by record: 30.25, 39.30, 116.74, 107.73, 20.99, 28.84 kcal/mol